This record from OMol25 describes 4 unconnected molecules or ions with the total composition C12H35N3O4. The level of theory is ωB97M-V with the def2-TZVPD basis set.

```
! RIJCOSX wB97M-V def2-TZVPD def2/J DEFGRID3
* xyz 1 2
C -1.56423 -0.29261 -3.34058
C -0.17882 0.35587 -3.42801
C -0.17843 1.86168 -3.33844
O -0.42236 2.26495 -4.61379
C -1.35519 3.31905 -4.74102
N 0.82327 -0.19206 -2.52654
H -1.30822 -1.34977 -3.41104
H -2.13010 -0.05596 -4.24164
H -2.12767 -0.00207 -2.45388
H 0.26170 0.10317 -4.39247
H 0.74669 2.26156 -2.92329
H -0.94087 1.95213 -2.56474
H -2.41231 3.11547 -4.57029
H -1.32838 3.55019 -5.80589
H -1.07452 4.17658 -4.12950
H 1.65062 0.37638 -2.63818
H 1.02411 -1.11220 -2.89140
C 4.22606 0.50821 -0.18107
C 4.11038 -0.98287 0.29514
C 2.69059 -1.63573 0.42163
O 1.64737 -0.80665 1.12119
C 1.90727 -0.83646 2.50487
N 5.08364 -1.69703 -0.47770
H 5.21629 0.96029 -0.23729
H 3.67399 1.15933 0.49668
H 3.91373 0.59585 -1.22168
H 4.55617 -1.01340 1.28934
H 2.86814 -2.63646 0.81550
H 2.38791 -1.81717 -0.60966
H 2.77989 -1.42668 2.78467
H 1.07409 -1.35689 2.97714
H 1.87536 0.12914 3.00954
H 5.06997 -2.65279 -0.15142
H 4.95537 -1.70783 -1.47946
C -1.81679 -1.44636 2.61153
C -2.99589 -0.61502 1.99639
C -3.33346 0.55900 3.11601
O -3.62339 0.18986 4.38807
C -3.43546 1.08669 5.47181
N -2.58130 0.11970 0.80906
H -1.13036 -1.88123 1.88502
H -2.11535 -2.25866 3.27419
H -1.06828 -0.77434 3.03133
H -3.88845 -1.23946 1.95764
H -4.21619 1.09186 2.76254
H -2.53963 1.30297 3.04933
H -4.09247 1.93636 5.28607
H -2.39682 1.32621 5.69973
H -3.62892 0.41871 6.31114
H -1.82891 0.71004 1.13391
H -2.18055 -0.62828 0.26132
O -0.54401 -1.86853 -0.87647
H 0.04518 -1.98600 -0.13130
H -0.15050 -1.15877 -1.38402
*
```

E_tot	-942.9526	Eh
HOMO-LUMO gap (spin up / spin down)	9.10 / 2.89	eV
E_LUMO (spin up / spin down)	-2.472 / -8.682	eV

Results of the Löwdin charge analysis, in e, for atoms 1 through 5: number 1, C, carries -0.032; number 2, C, carries -0.434; number 3, C, carries -0.254; number 4, O, carries -0.149; number 5, C, carries -0.088